{"formula": "C37H41As2F2N3PRuS", "method": "wB97M-V/def2-TZVPD", "species": ["Ru", "C", "As", "C", "C", "C", "C", "C", "C", "C", "As", "C", "C", "H", "H", "H", "H", "H", "H", "H", "H", "H", "H", "H", "H", "H", "H", "H", "H", "F", "C", "C", "C", "C", "C", "F", "C", "C", "C", "C", "C", "C", "N", "H", "H", "H", "H", "H", "H", "S", "C", "N", "C", "C", "N", "H", "H", "H", "H", "H", "H", "C", "P", "C", "C", "C", "C", "C", "C", "C", "C", "C", "C", "C", "C", "H", "H", "H", "H", "H", "H", "H", "H", "H", "H", "H", "H", "H"], "xyz": [[-0.49720, 0.00378, 0.52762], [-4.19095, -0.11411, 1.09442], [-2.74211, -0.96526, 0.11953], [-3.64887, -1.09542, -1.59444], [-2.74508, -2.79446, 0.73970], [-3.92909, -3.50130, 0.91421], [-3.89761, -4.78447, 1.43972], [-2.68732, -5.35803, 1.79371], [-1.50216, -4.65917, 1.61254], [-1.52810, -3.37328, 1.08808], [0.11203, -2.40383, 0.73161], [1.30447, -2.86702, 2.18336], [0.79758, -3.58093, -0.66249], [-5.13231, -0.54633, 0.76011], [-4.18471, 0.94798, 0.86372], [-4.08756, -0.24412, 2.16695], [-4.65271, -1.46828, -1.39624], [-3.14637, -1.78613, -2.26561], [-3.72754, -0.10747, -2.04790], [-4.88252, -3.05664, 0.65447], [-4.81884, -5.33335, 1.58076], [-2.66441, -6.35480, 2.21335], [-0.56629, -5.12822, 1.89234], [1.43682, -3.94769, 2.20045], [0.88420, -2.52567, 3.12458], [2.27449, -2.39809, 2.02564], [0.83423, -4.57207, -0.21006], [1.79257, -3.29311, -0.98828], [0.11944, -3.62251, -1.51223], [-2.70860, -1.77760, 5.19765], [-1.69773, -1.13236, 4.61708], [-1.70197, -1.01225, 3.23732], [-0.68257, -0.33764, 2.58025], [0.37496, 0.18965, 3.35852], [0.33260, 0.02549, 4.74316], [1.31892, 0.50527, 5.51429], [-0.68784, -0.62642, 5.40273], [1.44142, 0.89489, 2.64762], [2.54550, 1.51420, 3.24216], [3.45150, 2.20833, 2.46921], [3.25428, 2.27754, 1.09891], [2.16281, 1.62647, 0.57506], [1.27216, 0.94142, 1.30652], [-2.52447, -1.49388, 2.73294], [-0.68316, -0.73087, 6.47816], [2.68244, 1.45731, 4.30596], [4.30297, 2.68872, 2.93213], [3.93734, 2.80343, 0.44695], [2.00858, 1.61559, -0.49642], [-1.71419, 2.02991, 0.24218], [-1.03892, 3.55479, -0.17395], [0.21843, 3.93198, -0.35441], [0.30659, 5.34209, -0.76147], [-1.09686, 5.85938, -0.41087], [-1.84921, 4.60529, -0.30104], [0.95064, 3.26739, -0.53582], [0.51150, 5.40755, -1.83036], [1.09057, 5.85463, -0.21063], [-1.51235, 6.49966, -1.18407], [-1.11116, 6.39154, 0.54101], [-2.81334, 4.55588, -0.01487], [-0.56688, -0.98650, -2.96120], [0.46569, -0.09238, -1.76245], [0.65497, 1.49686, -2.64904], [1.90329, 2.07087, -2.89177], [2.00755, 3.25562, -3.61041], [0.86825, 3.86881, -4.10955], [-0.37986, 3.30695, -3.87190], [-0.48726, 2.13464, -3.13924], [2.10458, -0.86202, -1.94813], [2.55592, -1.22903, -3.21712], [3.79690, -1.82598, -3.37830], [4.61021, -2.05081, -2.27594], [4.17884, -1.67889, -1.01165], [2.93186, -1.09172, -0.84887], [-0.13318, -0.95451, -3.95807], [-1.53733, -0.49961, -2.99753], [-0.70511, -2.02365, -2.65785], [2.80766, 1.57170, -2.56162], [2.98344, 3.67948, -3.80768], [0.95292, 4.77475, -4.69555], [-1.27089, 3.77556, -4.26944], [-1.47010, 1.71869, -2.95484], [1.94808, -1.04541, -4.09256], [4.13164, -2.11255, -4.36606], [5.57835, -2.51601, -2.40446], [4.80933, -1.85246, -0.14890], [2.59619, -0.83974, 0.14463]], "forces_ev_per_a": [[-0.121, 0.118, -0.139], [-0.003, -0.035, 0.026], [-0.002, 0.018, -0.080], [0.047, -0.020, -0.012], [0.033, -0.008, 0.008], [-0.021, 0.005, -0.021], [-0.087, 0.030, -0.015], [0.073, -0.066, 0.031], [0.028, -0.024, 0.011], [-0.036, 0.029, -0.038], [-0.018, 0.003, 0.079], [-0.031, -0.069, -0.017], [0.034, -0.006, -0.010], [-0.003, -0.011, 0.025], [-0.031, 0.027, -0.025], [0.022, 0.026, 0.006], [0.002, 0.002, -0.006], [0.008, 0.027, 0.017], [0.025, -0.011, -0.011], [0.000, 0.004, 0.000], [-0.003, 0.007, -0.001], [0.007, 0.002, -0.002], [0.000, 0.010, -0.005], [0.021, 0.012, 0.021], [-0.020, -0.010, 0.046], [0.001, 0.028, -0.029], [-0.013, 0.001, -0.007], [-0.043, -0.040, 0.007], [0.004, 0.048, 0.031], [-0.032, -0.021, 0.027], [0.034, 0.027, -0.033], [-0.084, -0.063, 0.074], [0.109, 0.017, -0.083], [-0.020, 0.040, 0.005], [-0.002, -0.012, 0.023], [-0.004, 0.006, 0.015], [0.007, -0.002, -0.011], [-0.024, 0.073, -0.021], [-0.011, 0.010, -0.018], [0.024, 0.005, 0.051], [-0.017, -0.010, -0.047], [0.051, -0.164, -0.096], [0.096, 0.051, -0.020], [0.060, 0.031, 0.026], [0.001, 0.001, -0.003], [0.010, 0.008, 0.030], [-0.002, 0.000, 0.006], [0.001, -0.003, -0.014], [0.021, -0.002, 0.136], [-0.037, -0.233, -0.121], [0.021, 0.152, 0.222], [0.017, -0.012, -0.040], [0.005, -0.014, -0.059], [0.000, -0.004, 0.003], [0.011, -0.012, 0.018], [-0.031, 0.019, 0.014], [-0.001, -0.014, 0.029], [0.006, 0.005, -0.001], [-0.001, 0.005, 0.001], [-0.003, -0.010, -0.002], [-0.007, 0.009, 0.000], [-0.077, -0.041, -0.025], [-0.048, -0.123, 0.060], [-0.035, 0.058, -0.049], [0.003, -0.064, -0.037], [0.004, 0.003, -0.003], [-0.001, 0.015, -0.002], [-0.019, 0.002, 0.028], [0.028, 0.048, 0.052], [0.102, 0.051, 0.063], [0.045, 0.013, 0.014], [-0.022, 0.017, -0.004], [0.022, -0.010, -0.008], [-0.025, 0.011, 0.051], [0.026, -0.029, -0.170], [0.008, -0.012, -0.010], [-0.020, -0.024, -0.042], [-0.001, 0.042, 0.017], [-0.007, 0.007, -0.002], [0.004, -0.004, 0.003], [-0.001, 0.000, -0.001], [0.000, -0.003, 0.001], [-0.007, -0.003, -0.004], [0.004, 0.001, -0.027], [-0.009, 0.001, -0.005], [0.001, 0.003, 0.003], [-0.003, -0.002, -0.010], [-0.044, 0.063, 0.113]], "lowdin_charge": [0.4197, -0.2545, 1.0678, -0.2520, -0.4212, -0.0782, -0.0425, -0.0415, -0.0795, -0.4062, 1.1384, -0.2177, -0.2204, 0.0415, -0.0008, 0.0337, 0.0399, 0.0259, 0.0391, 0.1085, 0.1205, 0.1206, 0.1055, 0.0416, 0.0329, 0.0374, 0.0453, 0.0204, 0.0322, 0.1087, -0.2531, -0.0733, -0.2633, -0.1400, -0.2036, 0.0889, 0.1000, -0.1821, 0.0347, -0.0133, -0.0268, -0.1833, -0.0317, 0.0648, 0.1485, 0.1162, 0.1270, 0.1218, 0.0511, 0.6872, -0.7355, 0.0801, -0.0885, -0.0917, 0.0398, 0.0921, 0.1080, 0.1288, 0.1285, 0.1304, 0.1468, -0.2286, 0.9175, -0.3751, -0.1025, -0.0559, -0.0730, -0.0601, -0.1132, -0.3990, -0.0782, -0.0441, -0.0469, -0.0568, -0.1517, 0.0600, 0.0155, 0.0379, 0.1096, 0.1174, 0.1185, 0.1179, 0.0936, 0.1074, 0.1187, 0.1187, 0.1163, 0.0627], "e_above_lowest_kcal_mol": 9.37, "total_energy_ha": -7104.11800, "multiplicity": 2, "lumo_energy_ev": [-4.87, -6.90], "charge": 2, "homo_energy_ev": [-13.40, -13.55], "s2": 0.760, "gap_ha": [0.3134, 0.2441]}



{"formula": "C37H41BBrGeHfN8P", "method": "wB97M-V/def2-TZVPD", "species": ["Hf", "B", "N", "C", "C", "C", "N", "N", "C", "C", "C", "N", "H", "H", "H", "H", "H", "H", "H", "H", "C", "C", "C", "C", "C", "Br", "N", "C", "H", "H", "H", "H", "H", "H", "C", "Ge", "C", "C", "C", "C", "C", "C", "C", "C", "C", "C", "C", "C", "C", "C", "C", "C", "C", "C", "H", "H", "H", "H", "H", "H", "H", "H", "H", "H", "H", "H", "H", "H", "H", "C", "N", "C", "N", "C", "N", "C", "P", "C", "C", "H", "H", "H", "H", "H", "H", "H", "H", "H", "H", "H", "H"], "xyz": [[1.03914, 1.29869, -0.07674], [3.79945, 1.46079, 2.57482], [2.27570, 1.58634, 2.95109], [1.90511, 1.73572, 4.22289], [0.52196, 1.69869, 4.30613], [0.11557, 1.51236, 2.99650], [1.17879, 1.44955, 2.17836], [4.08769, 1.52750, 1.04114], [5.30183, 1.78699, 0.55669], [5.29726, 1.60089, -0.81829], [3.99813, 1.21999, -1.10319], [3.27232, 1.16961, 0.02833], [4.19251, 0.40578, 3.00228], [4.36557, 2.40007, 3.06898], [2.65594, 1.85286, 4.98561], [-0.09084, 1.78590, 5.18469], [-0.87865, 1.41595, 2.60039], [6.09287, 2.07246, 1.22889], [6.11658, 1.72522, -1.50244], [3.52834, 0.98445, -2.04573], [0.19183, 7.31574, -0.62480], [0.46352, 5.85953, -0.87876], [0.62387, 5.35539, -2.17203], [0.87177, 4.01067, -2.38367], [0.96061, 3.16942, -1.27445], [0.79135, 0.00778, -2.55739], [0.80272, 3.66533, -0.03986], [0.56180, 4.96218, 0.17088], [0.13275, 7.87230, -1.55895], [0.97949, 7.76455, -0.01785], [-0.75023, 7.45532, -0.09256], [0.54625, 6.03835, -3.01129], [0.98763, 3.61342, -3.38352], [0.44604, 5.28376, 1.20101], [0.23753, -0.60803, -0.65839], [0.36593, -2.51227, -0.60809], [1.88739, -3.23165, -1.60506], [3.10409, -2.55465, -1.63268], [4.20845, -3.09768, -2.26966], [4.11151, -4.33461, -2.89344], [2.90842, -5.02354, -2.87313], [1.80562, -4.47291, -2.23152], [0.51073, -3.08638, 1.25785], [0.67011, -2.19312, 2.31005], [0.78615, -2.63702, 3.62191], [0.74743, -3.99468, 3.89904], [0.59170, -4.90333, 2.85953], [0.47321, -4.44915, 1.55428], [-1.29242, -3.31393, -1.30870], [-2.30731, -3.74607, -0.45641], [-3.55013, -4.12646, -0.94837], [-3.80038, -4.07902, -2.31194], [-2.80061, -3.65395, -3.17785], [-1.56259, -3.27743, -2.67779], [3.18951, -1.59111, -1.14027], [5.14826, -2.55906, -2.27926], [4.97250, -4.76047, -3.39316], [2.82671, -5.98893, -3.35682], [0.86665, -5.01690, -2.23196], [0.71501, -1.12679, 2.11886], [0.91273, -1.91807, 4.42257], [0.84153, -4.34600, 4.91881], [0.56418, -5.96589, 3.06598], [0.35140, -5.17492, 0.75611], [-2.13460, -3.78587, 0.61445], [-4.32254, -4.45662, -0.26473], [-4.76745, -4.37336, -2.69970], [-2.98759, -3.61545, -4.24389], [-0.79807, -2.94449, -3.37294], [-4.29800, -0.29205, -0.66328], [-3.98930, -0.09836, 0.75554], [-4.63876, 1.12307, 1.21903], [-4.30516, 2.31826, 0.44326], [-4.60573, 2.04564, -0.96387], [-3.95034, 0.85756, -1.49787], [-2.50094, 1.02372, -1.59268], [-1.73817, 1.33326, 0.06238], [-2.54345, -0.06380, 0.97799], [-2.89182, 2.67628, 0.61158], [-5.37383, -0.46098, -0.75408], [-3.77247, -1.17708, -1.02725], [-4.37536, 1.29317, 2.26571], [-5.71939, 0.97504, 1.15438], [-4.31989, 2.91296, -1.56299], [-5.68537, 1.90272, -1.05230], [-2.26484, 1.85179, -2.26586], [-2.04886, 0.11833, -2.00023], [-2.34868, 0.00298, 2.05107], [-2.09888, -0.99401, 0.61923], [-2.68242, 3.58455, 0.03767], [-2.70608, 2.92321, 1.66177]], "forces_ev_per_a": [[-1.096, -0.723, -0.804], [-0.020, -0.128, -0.028], [0.033, 0.102, -0.001], [-0.010, 0.044, -0.036], [0.040, -0.062, -0.013], [0.038, 0.054, 0.023], [0.069, -0.178, 0.162], [0.005, 0.196, 0.018], [-0.041, -0.017, 0.010], [0.002, -0.022, 0.037], [-0.053, -0.047, -0.045], [0.052, 0.053, 0.070], [-0.003, -0.069, -0.017], [0.050, -0.002, 0.071], [-0.004, 0.011, 0.021], [-0.011, 0.002, 0.012], [-0.033, 0.058, 0.005], [0.021, 0.018, -0.013], [0.005, 0.003, -0.016], [0.035, 0.004, -0.017], [-0.012, 0.048, 0.020], [-0.004, 0.027, 0.002], [0.008, -0.011, -0.050], [-0.011, 0.055, 0.234], [0.022, -0.158, -0.162], [-0.034, 0.035, -0.017], [0.015, 0.089, 0.084], [0.029, -0.101, -0.020], [0.002, -0.009, -0.008], [0.004, -0.010, 0.000], [0.001, -0.007, 0.003], [0.001, -0.009, -0.009], [0.005, -0.006, -0.009], [-0.001, 0.006, 0.006], [1.152, 0.783, 0.343], [-0.266, 0.013, 0.076], [-0.061, -0.098, 0.003], [0.006, 0.076, 0.099], [0.040, -0.012, -0.028], [0.001, -0.018, -0.011], [0.003, 0.011, -0.004], [-0.047, 0.006, -0.053], [-0.034, -0.080, -0.051], [-0.002, 0.120, 0.093], [-0.003, 0.006, 0.011], [-0.004, -0.022, -0.012], [0.001, 0.018, 0.019], [0.009, -0.059, 0.021], [0.031, 0.042, -0.024], [-0.016, -0.005, 0.093], [-0.011, -0.017, -0.024], [0.009, 0.003, -0.002], [-0.054, -0.029, 0.001], [0.038, 0.033, -0.077], [-0.008, -0.001, -0.001], [-0.003, 0.009, 0.005], [0.004, 0.001, 0.001], [0.000, -0.003, -0.003], [0.001, -0.002, 0.013], [-0.004, -0.016, -0.067], [0.000, -0.004, 0.004], [0.000, -0.001, 0.003], [0.000, -0.005, 0.008], [0.001, 0.018, -0.015], [0.021, 0.013, -0.008], [-0.005, -0.003, 0.003], [-0.005, 0.002, -0.001], [0.001, 0.002, -0.004], [0.023, 0.011, 0.027], [-0.024, 0.008, 0.019], [0.068, -0.012, -0.035], [-0.053, 0.017, 0.030], [0.040, -0.049, -0.034], [-0.044, 0.032, 0.003], [0.066, -0.013, -0.010], [-0.132, -0.037, -0.061], [0.374, -0.012, 0.176], [-0.177, -0.084, -0.080], [-0.109, 0.095, 0.003], [0.009, 0.000, 0.007], [-0.002, 0.003, -0.003], [0.000, -0.002, -0.005], [0.008, 0.004, 0.002], [0.002, -0.005, 0.003], [0.008, 0.008, 0.002], [0.000, 0.002, 0.016], [0.003, 0.005, 0.008], [0.003, 0.025, 0.007], [0.020, 0.028, 0.007], [0.017, -0.018, -0.008], [0.002, -0.033, 0.000]], "lowdin_charge": [1.2188, -0.3849, -0.0593, -0.0807, -0.0397, -0.1642, -0.0916, -0.0698, -0.0735, -0.0392, -0.1608, -0.0902, 0.0712, 0.0715, 0.1286, 0.0981, 0.0561, 0.1274, 0.0977, 0.0758, -0.0503, -0.2582, -0.0304, -0.0781, -0.3536, 0.5089, -0.0800, -0.0952, 0.0747, 0.0832, 0.0819, 0.1127, 0.0957, 0.1230, -0.8667, 0.7934, -0.2851, -0.1276, -0.0882, -0.0971, -0.0920, -0.1099, -0.2725, -0.1062, -0.0861, -0.0948, -0.0888, -0.1147, -0.2790, -0.1222, -0.0992, -0.1015, -0.0908, -0.1187, 0.0707, 0.0993, 0.0981, 0.0991, 0.0954, 0.0606, 0.0971, 0.0986, 0.1000, 0.1029, 0.0959, 0.1013, 0.0983, 0.1001, 0.0956, -0.1736, -0.1394, -0.1949, -0.1511, -0.1947, -0.1427, -0.3137, 0.9250, -0.3006, -0.3154, 0.1288, 0.1173, 0.1256, 0.1256, 0.1255, 0.1255, 0.0933, 0.0514, 0.0839, 0.0630, 0.0860, 0.0840], "e_above_lowest_kcal_mol": 65.54, "total_energy_ha": -6937.76578, "lumo_energy_ev": 0.11, "homo_energy_ev": -6.66, "gap_ha": 0.2488}